Record 1
Molecular formula: C42H38ClN4OS2SiTc
Method: DFT, the ωB97M-V functional and the def2-TZVPD basis

ORCA input file:
```
! RIJCOSX wB97M-V def2-TZVPD def2/J DEFGRID3
* xyz 1 4
Tc 0.424 -0.214 -0.109
Cl -5.326 -1.430 -4.434
C -4.062 -1.421 -3.248
C -3.502 -2.633 -2.823
C -2.486 -2.646 -1.898
C -1.974 -1.454 -1.376
O -0.968 -1.536 -0.516
C -2.551 -0.235 -1.790
C -2.064 1.054 -1.406
N -1.019 1.294 -0.686
C -0.507 2.623 -0.571
C -1.220 3.774 -0.735
C -0.584 5.036 -0.659
C 0.753 5.129 -0.412
C 1.511 3.953 -0.192
C 2.890 3.976 0.116
C 3.564 2.809 0.326
C 2.862 1.599 0.244
N 1.571 1.543 -0.013
C 0.875 2.707 -0.262
C -3.605 -0.245 -2.731
H -3.873 -3.561 -3.238
H -2.040 -3.577 -1.571
H -2.601 1.897 -1.838
H -2.288 3.736 -0.914
H -1.173 5.931 -0.805
H 1.247 6.091 -0.370
H 3.401 4.930 0.180
H 4.620 2.791 0.555
H 3.365 0.653 0.388
H -4.043 0.693 -3.053
C 1.654 -1.698 0.784
Si 1.235 -2.064 2.557
C 0.699 -0.366 3.148
N -0.232 0.295 2.182
C -1.639 -0.263 2.249
C -2.611 0.588 3.066
C -1.944 1.150 4.316
C -0.756 2.044 3.919
C -0.277 1.746 2.497
C -0.155 -3.286 2.743
C -0.622 -4.035 1.659
C -1.708 -4.893 1.798
C -2.343 -5.014 3.025
C -1.884 -4.288 4.119
C -0.799 -3.436 3.976
C 2.750 -2.681 3.439
C 3.911 -1.901 3.500
C 5.096 -2.417 4.003
C 5.141 -3.733 4.450
C 4.000 -4.519 4.407
C 2.812 -3.997 3.906
H 1.589 -2.617 0.194
H 2.711 -1.401 0.743
H 1.601 0.254 3.206
H 0.268 -0.381 4.154
H -1.580 -1.260 2.674
H -2.025 -0.377 1.238
H -3.463 -0.041 3.328
H -3.002 1.411 2.460
H -1.610 0.322 4.945
H -2.662 1.717 4.908
H 0.065 1.931 4.627
H -1.048 3.097 3.946
H 0.720 2.163 2.351
H -0.942 2.223 1.783
H -0.145 -3.940 0.690
H -2.058 -5.469 0.950
H -3.194 -5.675 3.134
H -2.372 -4.389 5.081
H -0.447 -2.882 4.843
H 3.895 -0.871 3.152
H 5.984 -1.799 4.045
H 6.068 -4.143 4.829
H 4.033 -5.542 4.762
H 1.927 -4.622 3.874
S 1.730 -0.962 -1.940
C 0.739 -0.270 -3.226
N 0.305 0.948 -3.241
C -0.548 1.153 -4.321
C -1.182 2.360 -4.621
C -1.999 2.425 -5.732
C -2.194 1.302 -6.549
C -1.572 0.101 -6.267
C -0.749 0.040 -5.142
S 0.170 -1.289 -4.520
H -1.016 3.225 -3.988
H -2.487 3.358 -5.987
H -2.836 1.379 -7.418
H -1.724 -0.766 -6.897
*
```

- Energy above the lowest of the compared OMol25 structures with the same formula, charge and spin: 0.00 kJ/mol
- HOMO level (alpha / beta): -10.61 / -10.61 eV
- HOMO-LUMO gap (alpha / beta): 0.2532 / 0.2422 hartree
- Electronic energy: -96445.561 eV
- LUMO (alpha / beta): -0.1367 / -0.1476 Ha


Record 2
Molecular formula: C3H8N5O2
Method: DFT, the ωB97M-V functional and the def2-TZVPD basis

ORCA input file:
```
! RIJCOSX wB97M-V def2-TZVPD def2/J DEFGRID3
* xyz 1 1
C -1.429 -1.199 -0.566
C 0.482 0.684 -0.431
C -0.101 -0.841 0.035
N -2.406 -1.305 0.248
N -0.592 -0.733 1.497
N 0.662 3.097 -0.168
N 0.132 1.810 0.153
N 1.057 -1.663 -0.334
O 1.308 0.473 -1.390
O -1.987 -1.031 1.449
H -1.450 -1.797 -1.479
H -0.251 -1.515 2.055
H 0.376 3.806 0.437
H 0.782 3.389 -1.157
H -0.463 1.862 0.991
H 1.658 -1.724 0.482
H 1.381 -0.703 -1.255
H 0.842 -2.609 -0.566
*
```

- Energy above the lowest of the compared OMol25 structures with the same formula, charge and spin: 170.31 kJ/mol
- HOMO level: -13.72 eV
- HOMO-LUMO gap: 0.3760 hartree
- Electronic energy: -14774.342 eV
- LUMO: -0.1282 Ha


Record 3
Molecular formula: C6H9ClS
Method: DFT, the ωB97M-V functional and the def2-TZVPD basis

ORCA input file:
```
! RIJCOSX wB97M-V def2-TZVPD def2/J DEFGRID3
* xyz 0 1
C 1.536 1.659 0.471
C 1.197 0.437 -0.446
C -0.186 0.016 -0.502
C -0.766 -1.030 -1.217
C -1.461 -1.378 0.143
C -0.650 -0.329 0.925
H 0.378 2.551 0.876
H 2.243 2.535 -0.441
H 2.447 1.264 1.532
H -0.032 -1.902 -1.460
H -1.433 -1.158 -2.133
H -1.358 -2.435 0.578
H -2.628 -1.103 0.222
H 0.149 -0.836 1.703
H -0.969 0.658 1.427
S 2.477 -0.590 -0.731
Cl -0.944 1.639 -0.947
*
```

- Energy above the lowest of the compared OMol25 structures with the same formula, charge and spin: 666.73 kJ/mol
- HOMO level: -8.67 eV
- HOMO-LUMO gap: 0.2955 hartree
- Electronic energy: -29718.227 eV
- LUMO: -0.0230 Ha


Record 4
Molecular formula: C30H36N6OW
Method: DFT, the ωB97M-V functional and the def2-TZVPD basis

ORCA input file:
```
! RIJCOSX wB97M-V def2-TZVPD def2/J DEFGRID3
* xyz 2 3
W 0.130 -0.253 -0.022
C -0.250 3.711 0.303
C -0.616 2.955 1.589
C -1.765 1.957 1.494
N -1.585 0.716 0.702
C -2.727 0.084 0.411
C -3.989 0.458 0.963
C -5.252 0.141 0.547
C -5.659 -0.640 -0.550
C -4.880 -1.526 -1.241
C -3.527 -1.841 -1.026
C -2.567 -1.171 -0.302
N -1.270 -1.659 -0.198
C -1.144 -3.034 0.296
C -0.888 -2.968 1.803
C 0.518 -2.501 2.134
N 0.832 -1.129 1.715
C 1.935 -0.598 2.257
C 2.840 -1.342 3.038
C 3.859 -0.932 3.875
C 4.193 0.355 4.274
C 3.691 1.525 3.743
C 2.885 1.697 2.624
C 2.190 0.776 1.838
N 1.542 1.101 0.693
C 1.918 2.358 0.022
C 0.743 3.041 -0.656
H 0.171 4.672 0.601
H -1.164 3.938 -0.254
H -0.963 3.700 2.309
H 0.248 2.488 2.046
H -2.621 2.499 1.082
H -2.023 1.668 2.518
H -3.939 1.088 1.841
H -6.054 0.582 1.128
H -6.708 -0.596 -0.811
H -5.376 -2.115 -2.004
H -3.166 -2.713 -1.559
H -0.319 -3.553 -0.200
H -2.057 -3.600 0.118
H -1.027 -3.956 2.247
H -1.622 -2.295 2.255
H 1.228 -3.191 1.659
H 0.651 -2.587 3.215
H 2.722 -2.415 2.979
H 4.425 -1.730 4.342
H 4.924 0.448 5.067
H 4.036 2.439 4.211
H 2.764 2.732 2.335
H 2.680 2.111 -0.727
H 2.379 3.077 0.695
H 0.249 2.310 -1.281
H 1.128 3.801 -1.338
C 4.170 -1.413 -1.681
C 2.683 -1.434 -1.798
O 1.952 -1.210 -0.814
N 2.142 -1.692 -2.985
C 0.701 -1.808 -3.133
C -0.037 -0.496 -3.306
C -0.324 -0.055 -4.585
C -1.148 1.041 -4.783
C -1.716 1.619 -3.660
C -1.363 1.150 -2.415
N -0.485 0.142 -2.200
H 4.469 -1.766 -0.697
H 4.519 -0.383 -1.782
H 4.652 -2.016 -2.448
H 2.735 -1.889 -3.775
H 0.305 -2.308 -2.249
H 0.503 -2.432 -4.001
H 0.079 -0.594 -5.433
H -1.361 1.412 -5.775
H -2.421 2.435 -3.741
H -1.781 1.613 -1.534
*
```

- Energy above the lowest of the compared OMol25 structures with the same formula, charge and spin: 23.76 kJ/mol
- HOMO level (alpha / beta): -11.98 / -13.03 eV
- HOMO-LUMO gap (alpha / beta): 0.2048 / 0.2584 hartree
- Electronic energy: -44495.207 eV
- LUMO (alpha / beta): -0.2356 / -0.2203 Ha


Record 5
Molecular formula: C2H5N2S3
Method: DFT, the ωB97M-V functional and the def2-TZVPD basis

ORCA input file:
```
! RIJCOSX wB97M-V def2-TZVPD def2/J DEFGRID3
* xyz 1 1
C 0.886 -0.414 -0.236
C -2.443 0.593 0.556
N 1.032 0.233 0.899
N 1.760 -0.303 -1.258
S -0.557 -1.468 -0.672
S -1.764 -1.054 0.881
S -1.839 1.557 -0.579
H -3.357 0.906 1.062
H 1.889 0.748 1.118
H 2.214 0.546 -1.502
H 1.677 -1.035 -2.028
H 0.503 -0.310 1.759
*
```

- SMILES: NC(=[NH2+])SSC=S
- Energy above the lowest of the compared OMol25 structures with the same formula, charge and spin: 1.77 kJ/mol
- HOMO level: -12.89 eV
- HOMO-LUMO gap: 0.3068 hartree
- Electronic energy: -37633.557 eV
- LUMO: -0.1670 Ha


Record 6
Molecular formula: C46H46CuGeN4Te
Method: DFT, the ωB97M-V functional and the def2-TZVPD basis

ORCA input file:
```
! RIJCOSX wB97M-V def2-TZVPD def2/J DEFGRID3
* xyz 1 1
Cu 0.796 1.545 -1.167
C -0.505 3.505 -3.242
C -1.329 2.216 -3.321
C -0.514 1.040 -3.799
C -0.911 0.284 -4.894
C -0.125 -0.775 -5.316
C 1.054 -1.044 -4.641
C 1.382 -0.251 -3.558
N 0.617 0.759 -3.131
N 0.319 3.590 -2.022
C -0.262 4.489 -1.014
C -1.531 3.951 -0.414
C -2.787 4.342 -0.859
C -3.909 3.813 -0.238
C -3.735 2.927 0.812
C -2.441 2.596 1.189
N -1.360 3.087 0.589
C 1.693 4.012 -2.309
C 2.615 3.736 -1.141
C 3.722 4.533 -0.903
C 4.554 4.232 0.162
C 4.237 3.156 0.975
C 3.114 2.409 0.674
N 2.325 2.677 -0.373
H -1.168 4.372 -3.309
H 0.151 3.547 -4.113
H -2.164 2.367 -4.005
H -1.750 1.995 -2.334
H -1.830 0.531 -5.409
H -0.426 -1.376 -6.164
H 1.706 -1.852 -4.941
H 2.292 -0.431 -2.998
H -0.429 5.489 -1.441
H 0.458 4.582 -0.202
H -2.888 5.058 -1.665
H -4.900 4.096 -0.567
H -4.581 2.502 1.336
H -2.257 1.913 2.012
H 1.749 5.076 -2.574
H 2.055 3.437 -3.166
H 3.918 5.384 -1.542
H 5.429 4.836 0.362
H 4.842 2.896 1.831
H 2.833 1.565 1.290
C -0.211 2.008 5.383
C 0.021 2.448 4.085
C 0.212 1.526 3.067
C 0.178 0.156 3.333
C -0.073 -0.275 4.633
C -0.263 0.648 5.655
Ge 0.500 -1.103 1.883
C -0.125 -2.889 2.289
C -1.480 -3.106 2.537
C -1.953 -4.387 2.782
C -1.071 -5.461 2.782
C 0.279 -5.255 2.538
C 0.751 -3.972 2.287
C 2.432 -1.089 1.526
C 3.281 -1.312 2.613
C 4.660 -1.277 2.458
C 5.214 -1.024 1.210
C 4.384 -0.799 0.121
C 3.005 -0.828 0.284
H -0.357 2.725 6.180
H 0.043 3.509 3.864
H 0.352 1.887 2.051
H -0.123 -1.336 4.852
H -0.460 0.305 6.662
H -2.176 -2.273 2.526
H -3.006 -4.548 2.970
H -1.439 -6.461 2.976
H 0.964 -6.093 2.538
H 1.805 -3.819 2.081
H 2.861 -1.507 3.595
H 5.304 -1.448 3.311
H 6.289 -1.001 1.090
H 4.812 -0.596 -0.854
H 2.367 -0.615 -0.567
C -3.449 -5.950 -1.252
C -2.832 -4.586 -1.105
C -3.605 -3.469 -0.821
C -3.043 -2.213 -0.622
C -3.970 -1.064 -0.305
C -1.649 -2.076 -0.720
Te -0.892 -0.180 -0.059
C -0.853 -3.173 -1.063
C 0.633 -3.104 -1.268
C -1.464 -4.409 -1.240
H -4.529 -5.912 -1.121
H -3.038 -6.632 -0.505
H -3.237 -6.375 -2.234
H -4.681 -3.576 -0.737
H -5.006 -1.394 -0.357
H -3.841 -0.240 -1.010
H -3.789 -0.664 0.694
H 1.056 -2.204 -0.841
H 0.862 -3.106 -2.337
H 1.128 -3.964 -0.817
H -0.840 -5.263 -1.485
*
```

- HOMO level: -10.02 eV
- HOMO-LUMO gap: 0.3009 hartree
- Electronic energy: -162855.297 eV
- LUMO: -0.0675 Ha


Record 7
Molecular formula: C10H18OS4
Method: DFT, the ωB97M-V functional and the def2-TZVPD basis

ORCA input file:
```
! RIJCOSX wB97M-V def2-TZVPD def2/J DEFGRID3
* xyz 0 1
C 0.348 0.804 -3.254
C 0.504 2.128 -1.379
C -0.861 2.049 -0.705
C -0.847 1.498 0.685
C 0.596 0.838 2.958
C 1.305 -0.420 2.313
C -0.672 -2.257 1.956
C -0.115 -2.840 0.626
C -0.104 -1.193 -1.656
C -0.737 -0.036 -2.492
H 1.278 0.272 -3.184
H 0.048 0.817 -4.284
H 1.053 3.052 -1.055
H 1.161 1.332 -0.900
H -1.319 2.989 -0.724
H -0.802 0.371 0.682
H -1.748 1.811 1.155
H -0.400 0.671 3.406
H 1.181 1.413 3.797
H 1.133 -0.339 1.225
H 2.335 -0.281 2.573
H -1.400 -2.884 2.409
H -1.062 -1.188 1.852
H 0.011 -3.972 0.705
H 0.888 -2.378 0.241
H 0.455 -0.793 -0.795
H 0.452 -1.721 -2.375
H -1.237 -0.583 -3.247
O 0.490 2.111 -2.798
S 0.509 2.150 1.681
S 0.741 -1.939 3.151
S -1.216 -2.472 -0.788
S -1.970 0.991 -1.778
*
```

- SMILES: C1CSC[C@H]2COC[C@@H](CSCCS1)S2
- Energy above the lowest of the compared OMol25 structures with the same formula, charge and spin: 0.00 kJ/mol
- HOMO level: -8.66 eV
- HOMO-LUMO gap: 0.3417 hartree
- Electronic energy: -56048.703 eV
- LUMO: 0.0234 Ha


Record 8
Molecular formula: C4H5NO
Method: DFT, the ωB97M-V functional and the def2-TZVPD basis

ORCA input file:
```
! RIJCOSX wB97M-V def2-TZVPD def2/J DEFGRID3
* xyz 0 1
C 0.065 1.651 1.665
C -0.297 0.866 0.652
C -0.967 -0.866 -2.586
O -0.421 0.129 -2.508
C -0.449 -0.557 0.795
N -0.576 -1.705 0.884
H 0.265 1.253 2.655
H 1.718 -2.317 -1.382
H 0.168 2.722 1.520
H -0.491 1.263 -0.340
H 0.985 -2.440 -1.356
*
```

- Energy above the lowest of the compared OMol25 structures with the same formula, charge and spin: 218.42 kJ/mol
- HOMO level: -10.67 eV
- HOMO-LUMO gap: 0.4048 hartree
- Electronic energy: -7764.263 eV
- LUMO: 0.0128 Ha


Record 9
Molecular formula: C4H12S2
Method: DFT, the ωB97M-V functional and the def2-TZVPD basis

ORCA input file:
```
! RIJCOSX wB97M-V def2-TZVPD def2/J DEFGRID3
* xyz 1 2
C 3.523 -1.526 -0.485
C 3.191 -2.449 -1.658
S 4.607 -2.776 -2.722
H 4.112 -0.673 -0.827
H 4.176 -2.113 0.167
H 2.681 -1.190 0.116
H 2.977 -3.443 -1.267
H 2.338 -2.095 -2.238
H 4.531 -1.684 -3.494
C -4.596 2.653 0.709
S -2.852 2.716 0.935
C -2.518 1.384 2.049
H -4.799 3.400 -0.054
H -5.204 2.859 1.593
H -4.837 1.652 0.346
H -2.104 1.740 2.993
H -3.438 0.833 2.239
H -1.788 0.710 1.597
*
```

- Energy above the lowest of the compared OMol25 structures with the same formula, charge and spin: 30.50 kJ/mol
- HOMO level (alpha / beta): -10.59 / -10.59 eV
- HOMO-LUMO gap (alpha / beta): 0.2601 / 0.0692 hartree
- Electronic energy: -26004.011 eV
- LUMO (alpha / beta): -0.1291 / -0.3200 Ha


Record 10
Molecular formula: C23H33N5O2S
Method: DFT, the ωB97M-V functional and the def2-TZVPD basis

ORCA input file:
```
! RIJCOSX wB97M-V def2-TZVPD def2/J DEFGRID3
* xyz 0 1
C 6.578 0.929 -0.603
C 5.383 0.030 -0.507
C 4.679 -0.356 -1.638
C 3.562 -1.162 -1.532
C 3.100 -1.590 -0.287
C 3.816 -1.226 0.864
C 4.940 -0.428 0.728
H 5.484 -0.141 1.617
C 3.365 -1.674 2.224
H 3.980 -1.216 2.995
H 3.448 -2.757 2.326
H 2.327 -1.393 2.409
N 1.974 -2.411 -0.218
H 1.798 -2.770 0.711
C 0.738 -2.007 -0.866
C -0.129 -1.206 0.049
N -1.195 -1.681 0.630
N -1.683 -0.747 1.462
C -0.897 0.293 1.378
N 0.118 0.067 0.497
C 1.100 1.028 0.080
H 1.511 1.523 0.966
H 1.908 0.511 -0.438
C 0.495 2.114 -0.841
H -0.329 2.611 -0.323
C 0.073 1.557 -2.203
H -0.679 2.216 -2.635
H -0.351 0.558 -2.131
C 1.376 1.615 -3.008
H 1.881 0.650 -3.018
C 2.225 2.652 -2.248
H 2.446 3.538 -2.849
O 1.470 3.088 -1.130
H 3.175 2.214 -1.912
H 1.200 1.917 -4.038
S -1.114 1.781 2.248
C -2.915 1.606 2.412
H -3.091 0.770 3.084
H -3.285 2.538 2.839
C -3.478 1.377 1.008
O -2.900 1.829 0.035
N -4.628 0.689 0.911
C -5.332 0.021 1.983
H -5.099 0.476 2.944
C -4.993 -1.471 1.964
C -5.407 -2.059 0.617
C -4.718 -1.289 -0.507
C -5.034 0.203 -0.397
H -4.490 0.774 -1.150
H -6.108 0.379 -0.516
H -5.041 -1.659 -1.481
H -3.639 -1.429 -0.422
H -5.128 -3.112 0.569
H -6.492 -1.989 0.502
H -5.507 -1.978 2.782
H -3.915 -1.590 2.090
H -6.405 0.157 1.802
H 0.173 -2.903 -1.138
H 0.972 -1.446 -1.772
H 3.045 -1.481 -2.425
H 5.010 -0.034 -2.615
H 7.354 0.616 0.092
H 6.298 1.953 -0.353
H 6.985 0.925 -1.611
*
```

- SMILES: Cc1ccc(NCc2nnc(SCC(=O)N3CCCCC3)n2C[C@@H]2CCCO2)c(C)c1
- Energy above the lowest of the compared OMol25 structures with the same formula, charge and spin: 0.00 kJ/mol
- HOMO level: -7.92 eV
- HOMO-LUMO gap: 0.3164 hartree
- Electronic energy: -46768.145 eV
- LUMO: 0.0253 Ha